Record 1
Below is a 11-piece molecular cluster, C14H50N10O11 overall, with properties calculated with the ωB97M-V functional and the def2-TZVPD basis.

Geometry as XYZ:
```
85
Properties=species:S:1:pos:R:3:lowdin_charge:R:1
C 1.89272 -1.02513 -1.85793 -0.106
C 1.57119 -1.44100 -3.20598 -0.335
O 0.22770 -1.37507 -3.50092 -0.109
H 1.28326 -1.41946 -1.07766 0.052
H 1.79991 0.04207 -1.80656 0.048
H 2.95767 -1.14342 -1.74846 0.094
H 1.92082 -2.47882 -3.31599 0.128
H 2.18910 -0.79878 -3.80309 0.117
H 0.05846 -1.94515 -4.32853 0.155
C 3.23974 -2.65084 0.68136 -0.060
C 2.60099 -1.65694 1.63913 -0.339
O 1.96011 -2.50682 2.53327 -0.072
H 2.44191 -2.98770 0.00002 0.068
H 3.62634 -3.55366 1.27186 0.105
H 4.02838 -2.25722 0.12138 0.039
H 1.83997 -1.05052 1.26409 0.061
H 3.21180 -0.93371 2.09099 0.084
H 1.63101 -1.91753 3.18109 0.016
C 0.24537 3.50528 -2.52295 -0.067
C 1.51452 3.43245 -1.67023 -0.268
O 2.45802 2.46263 -2.25060 -0.099
H -0.08458 2.48021 -2.60032 0.060
H 0.50290 3.80935 -3.51454 0.068
H -0.39760 4.22065 -2.08694 0.049
H 1.24984 3.24726 -0.66104 0.073
H 2.09638 4.36155 -1.68835 0.109
H 2.68449 2.00981 -1.43230 -0.006
C 3.78678 1.51213 0.96647 -0.561
O 3.22524 0.93300 -0.12893 -0.114
N 5.08283 1.78046 0.89992 0.174
N 3.16611 1.73088 2.07165 0.212
H 5.54209 1.48485 0.06301 0.115
H 5.60514 2.07578 1.75698 0.141
H 2.21241 1.42097 2.25451 0.077
H 3.55274 2.10582 2.91757 0.128
C -2.91217 -0.35775 -2.65661 -0.651
O -4.15114 0.14082 -2.33246 -0.143
N -2.38887 -1.46069 -2.20032 0.146
N -2.20597 0.22158 -3.61992 0.129
H -2.86489 -1.84600 -1.29218 0.062
H -1.49315 -1.77743 -2.53308 0.049
H -2.73896 1.09013 -3.94888 0.149
H -1.20785 -0.00393 -3.77142 0.082
C -3.28422 -1.27106 0.81763 -0.596
O -3.83403 -0.01460 0.79158 -0.081
N -2.31646 -1.59493 1.61247 0.190
N -3.65623 -2.23039 -0.00513 0.124
H -1.84534 -0.85558 2.14973 0.050
H -1.94623 -2.50122 1.72995 0.096
H -4.65145 -2.16532 -0.28187 0.161
H -3.29145 -3.20270 -0.06088 0.090
C -1.62793 -4.41812 -1.21742 -0.617
O -0.53341 -3.52166 -1.37425 -0.113
N -2.13413 -4.81390 -0.09013 0.121
N -2.45602 -4.73034 -2.10823 0.181
H -1.50773 -4.73192 0.74940 0.160
H -2.98151 -5.32466 -0.01352 0.114
H -2.35501 -4.33079 -3.07040 0.166
H -3.13981 -5.41974 -2.00576 0.106
C -0.44181 0.29601 3.72302 -0.534
O 0.92692 -0.03589 3.63629 -0.105
N -1.18340 0.57452 2.62808 0.146
N -1.09941 0.37809 4.80831 0.184
H -0.60106 0.74138 1.83086 0.058
H -1.88080 1.35064 2.65084 0.147
H -0.57958 -0.07330 5.51436 0.107
H -2.08848 -0.02523 4.85206 0.179
C -0.42616 0.14724 -0.27760 -0.187
O 0.60084 0.80524 0.38678 -0.156
H -0.45583 -0.95235 -0.13445 0.090
H -0.43388 0.44044 -1.29915 0.067
H -1.38688 0.46523 0.06943 0.050
H 1.43101 0.55232 -0.07395 0.031
C -2.01318 3.27255 -0.08432 -0.124
O -3.13756 2.71588 0.65614 -0.111
H -1.45246 2.59280 -0.66955 0.033
H -1.36923 3.62526 0.70226 0.053
H -2.22527 4.07814 -0.77906 0.075
H -3.32305 1.91659 0.16149 0.022
C 0.62545 3.52716 2.53752 -0.144
O -0.66372 3.91791 3.08325 -0.098
H 1.25793 4.33626 2.19419 0.083
H 0.52041 2.83744 1.68856 0.042
H 1.22444 2.99422 3.29569 0.064
H -1.22507 3.16830 3.11864 0.019
```

Output
* M: 534.61 g mol⁻¹
* LUMO level: -0.2 eV
* net charge: 0
* SMILES: NC(N)=O.NC(N)=O.NC(N)=O.NC(N)=O.NC(N)=O.CCO.CCO.CCO.CO.CO.CO
* energy relative to the best compared isomer or geometry (same formula, charge and spin): 218.2 kcal/mol


Record 2
Below is a 11-piece molecular cluster, C14H50O14 overall, with properties calculated with the ωB97M-V functional and the def2-TZVPD basis.

Geometry as XYZ:
```
78
Properties=species:S:1:pos:R:3:lowdin_charge:R:1
C -1.06293 -3.03487 3.14082 -0.100
O -0.54249 -2.76087 1.84118 -0.152
H -2.10042 -2.63002 3.18781 0.088
H -1.06365 -4.08591 3.36671 0.074
H -0.44570 -2.52584 3.83731 0.070
H -0.96176 -3.23375 1.09944 0.077
C 1.40256 2.26603 -3.53661 -0.163
O 1.01183 1.04006 -3.02612 -0.111
H 2.03095 2.81932 -2.85542 0.070
H 1.86364 2.04454 -4.47768 0.084
H 0.53044 2.93609 -3.63081 0.082
H 1.72494 0.69298 -2.49826 0.082
C -1.99653 1.62756 -4.35325 -0.102
O -2.04951 1.87541 -2.91029 -0.148
H -0.98516 1.77741 -4.68184 0.046
H -2.39140 0.60375 -4.51669 0.079
H -2.59641 2.33636 -4.99213 0.094
H -1.14094 1.86684 -2.58897 0.039
C -4.44620 -1.62839 -2.65355 -0.100
O -4.05046 -2.02570 -1.31198 -0.146
H -3.91813 -0.77523 -2.99134 0.046
H -4.14628 -2.43579 -3.34566 0.093
H -5.48260 -1.51582 -2.75279 0.061
H -4.34487 -1.30468 -0.71544 0.043
C 4.30477 2.95032 -0.75422 -0.213
O 4.72926 3.24460 0.51003 -0.122
H 4.39349 3.79395 -1.42701 0.077
H 5.10276 2.30963 -1.19337 0.094
H 3.34624 2.47471 -0.73066 0.054
H 4.94985 2.43294 1.01009 0.063
C -0.26714 3.26463 2.44549 -0.163
O -0.04249 1.97677 2.96467 -0.131
H -0.34368 3.23251 1.34847 0.078
H -1.20963 3.69178 2.78572 0.070
H 0.55125 3.89265 2.74761 0.071
H -0.13206 1.29027 2.28324 0.055
C -3.79142 3.72143 -0.70912 -0.159
O -3.96099 2.35161 -0.86646 -0.125
H -3.95250 3.93694 0.38294 0.100
H -2.80292 4.01620 -0.98999 0.067
H -4.49503 4.40757 -1.14779 0.071
H -3.83773 2.12622 -1.78224 0.058
C -4.94164 -0.25536 1.74154 -0.117
O -4.67810 0.11823 0.38937 -0.150
H -4.62480 -1.28750 1.86746 0.075
H -4.41418 0.42573 2.44844 0.091
H -6.02055 -0.15746 1.94656 0.080
H -4.74058 1.04423 0.23146 0.031
C 3.55811 -2.96232 0.23360 -0.231
C 3.03153 -4.21553 0.81171 -0.270
O 3.85746 -5.33671 0.65572 -0.050
O 4.64529 -2.46932 1.01157 -0.076
H 2.72956 -2.22859 0.25666 0.108
H 3.96252 -3.06049 -0.77641 0.134
H 2.05343 -4.51194 0.29471 0.151
H 2.83478 -4.06903 1.85959 0.113
H 4.76411 -5.07021 0.79945 0.078
H 4.30250 -2.31746 1.88770 0.049
C 3.16714 0.15342 3.16219 -0.194
C 3.34404 0.38727 1.70335 -0.214
O 4.74287 0.36512 1.30068 -0.084
O 3.30710 -1.25402 3.50526 -0.050
H 2.21561 0.53673 3.45218 0.100
H 3.97409 0.75509 3.57164 0.129
H 2.96944 1.37229 1.43859 0.114
H 2.79020 -0.34426 1.13270 0.089
H 5.08327 -0.48402 1.00590 0.062
H 3.58463 -1.25582 4.40448 0.070
C -0.91210 -0.49471 -0.20089 -0.223
C -0.81388 -1.62111 -1.31074 -0.170
O -1.36122 -2.91752 -0.89604 -0.105
O 0.20764 -0.51339 0.64437 -0.113
H -1.83845 -0.60570 0.37161 0.115
H -0.91416 0.42590 -0.77260 0.092
H 0.23035 -1.76573 -1.62554 0.116
H -1.33049 -1.23000 -2.18690 0.097
H -2.32527 -2.79454 -0.96189 0.048
H 0.17882 -1.40548 1.09067 0.058
```

Output
* M: 442.54 g mol⁻¹
* LUMO level: 0.5 eV
* net charge: 0
* SMILES: OCCO.OCCO.OCCO.CO.CO.CO.CO.CO.CO.CO.CO
* energy relative to the best compared isomer or geometry (same formula, charge and spin): 13.8 kcal/mol


Record 3
Below is a 11-piece molecular cluster, C14H50O18 overall, with properties calculated with the ωB97M-V functional and the def2-TZVPD basis.

Geometry as XYZ:
```
82
Properties=species:S:1:pos:R:3:lowdin_charge:R:1
O 1.77444 0.44734 -1.49682 -0.022
H 1.03144 0.34934 -0.93482 -0.046
H 1.71644 -0.28266 -2.07582 -0.016
O -2.57456 -0.05866 -1.51682 -0.022
H -3.07256 -0.87366 -1.40682 0.064
H -1.99256 -0.20466 -2.24182 -0.005
O -0.13056 -0.43266 0.04018 -0.027
H -0.36256 -0.18366 0.94318 0.006
H -0.92856 -0.33866 -0.45282 -0.002
O 0.84444 -2.31366 2.49518 -0.045
H 0.30444 -2.36866 1.64818 0.027
H 0.47944 -1.57866 2.91118 -0.018
C -2.59056 4.31134 -2.56182 -0.178
C -1.49556 3.70134 -1.70482 -0.278
O -1.80856 2.55634 -0.98382 -0.053
O -2.75756 3.28434 -3.50982 -0.045
H -2.23456 5.13734 -3.13282 0.115
H -3.43356 4.61434 -2.03682 0.105
H -1.02856 4.39534 -1.04982 0.088
H -0.51756 3.45134 -2.17782 0.139
H -2.07756 1.95234 -1.68482 0.047
H -1.95756 3.25834 -3.93782 0.020
C 5.38444 -1.17166 1.96418 -0.231
C 4.04244 -1.73366 1.75218 -0.308
O 3.02344 -0.76266 1.45518 -0.080
O 6.21044 -2.35266 2.09518 -0.102
H 5.17044 -0.60366 2.93018 0.143
H 5.75044 -0.57966 1.11518 0.130
H 3.80944 -2.31266 2.64618 0.116
H 4.02144 -2.54566 1.01718 0.102
H 2.15944 -1.22466 1.36918 0.050
H 5.76244 -3.15266 2.48618 0.106
C 1.43044 3.62734 2.08918 -0.274
C 0.84344 3.17834 0.77818 -0.221
O 1.92344 3.41134 -0.15682 -0.090
O 0.71044 3.29834 3.21918 -0.038
H 1.49844 4.71634 1.93018 0.132
H 2.48244 3.28834 2.16018 0.130
H 0.01744 3.88934 0.66518 0.115
H 0.69644 2.17834 0.61318 0.077
H 2.56644 2.69234 0.09218 0.106
H 0.40344 4.06634 3.68718 0.090
C 0.94044 -3.32266 -1.23582 -0.203
C 2.44844 -3.39966 -1.19782 -0.224
O 3.07944 -3.70166 -2.45682 -0.069
O 0.41644 -3.44666 0.08718 -0.074
H 0.63744 -4.11566 -1.91482 0.127
H 0.59844 -2.41966 -1.63682 0.075
H 2.74744 -4.18566 -0.53582 0.115
H 2.89744 -2.49166 -0.80382 0.103
H 3.96044 -3.30266 -2.49282 0.089
H -0.52756 -3.64366 0.08218 0.078
C -3.59056 -3.16966 3.06318 -0.227
C -2.53756 -3.49166 2.03118 -0.227
O -2.10556 -2.39666 1.25218 -0.071
O -4.29056 -4.37766 3.34118 -0.042
H -4.24856 -2.52066 2.55818 0.110
H -3.13356 -2.69966 3.88718 0.113
H -3.06556 -4.10466 1.30218 0.131
H -1.79056 -3.97666 2.50418 0.093
H -2.82456 -2.11866 0.69418 0.082
H -3.81056 -4.87766 4.00118 0.087
C -2.51456 1.79334 2.98718 -0.232
C -1.81356 0.60834 2.35418 -0.235
O -0.43356 0.48634 2.64618 -0.058
O -3.89556 1.51134 2.80418 -0.069
H -2.30556 2.75334 2.61918 0.105
H -2.29456 1.69734 4.04318 0.124
H -2.15756 0.50134 1.28018 0.125
H -2.28756 -0.34866 2.76018 0.126
H -0.12856 1.07534 3.30218 0.065
H -4.16356 2.10434 2.06318 0.109
C 0.61044 1.30534 -4.95682 -0.215
C -0.70256 0.53534 -4.59782 -0.190
O -0.54956 -0.14866 -3.39182 -0.073
O 0.37144 2.09234 -6.11682 -0.063
H 1.34244 0.52934 -5.19782 0.119
H 1.09744 1.93834 -4.23682 0.117
H -1.02956 -0.05466 -5.34282 0.090
H -1.40456 1.35034 -4.38082 0.112
H 0.32744 -0.54266 -3.43882 0.080
H 1.03644 1.84534 -6.76982 0.089
```

Output
* M: 506.54 g mol⁻¹
* LUMO level: 0.0 eV
* net charge: 0
* SMILES: OCCO.OCCO.OCCO.OCCO.OCCO.OCCO.OCCO.O.O.O.O
* energy relative to the best compared isomer or geometry (same formula, charge and spin): 103.5 kcal/mol


Question: Number 3 is which compound?
Answer: C14H50O18


Question: What is the energy relative to the best compared isomer or geometry (same formula, charge and spin) in the third record?
Answer: 103.5 kcal/mol


Question: Among the records above, which one has the lowest energy relative to the best compared isomer or geometry (same formula, charge and spin)?
Answer: C14H50O14


Question: What is the M in the first record?
Answer: 534.61 g mol⁻¹